The following is a quantum chemistry calculation of 3 unconnected molecules or ions with the total composition C20H38BrNO3, from the Open Molecules 2025 dataset.

Each line ends with the Löwdin charge.
Cartesian coordinates (Å):
C (-0.228, -0.061, 2.318)  -0.11
C (-0.582, 1.345, 2.782)  -0.26
C (-1.067, 2.302, 1.693)  -0.21
C (-0.070, 2.588, 0.551)  -0.20
C (-0.544, 2.148, -0.834)  -0.21
C (-0.586, 0.640, -1.080)  -0.22
C (-0.286, 0.265, -2.527)  -0.21
C (-0.313, -1.252, -2.786)  -0.19
C (1.009, -1.843, -3.309)  -0.18
C (1.880, -2.514, -2.226)  -0.16
C (3.187, -1.803, -1.946)  -0.36
C (3.160, -0.337, -1.512)  -0.15
N (4.563, -0.017, -1.176)  0.07
C (5.106, -1.230, -0.665)  -0.51
O (6.222, -1.362, -0.261)  0.09
C (4.028, -2.319, -0.776)  -0.62
Br (4.766, -4.077, -0.991)  0.76
H (0.061, -0.665, 3.177)  0.05
H (-1.076, -0.539, 1.822)  0.08
H (0.614, -0.054, 1.623)  0.05
H (0.289, 1.784, 3.279)  0.11
H (-1.360, 1.273, 3.547)  0.10
H (-2.010, 1.939, 1.271)  0.11
H (-1.309, 3.246, 2.186)  0.10
H (0.900, 2.132, 0.779)  0.11
H (0.107, 3.664, 0.501)  0.10
H (-1.545, 2.553, -1.005)  0.09
H (0.110, 2.607, -1.585)  0.11
H (-1.577, 0.250, -0.830)  0.12
H (0.133, 0.129, -0.432)  0.08
H (0.693, 0.674, -2.795)  0.09
H (-1.007, 0.770, -3.178)  0.10
H (-1.120, -1.491, -3.482)  0.10
H (-0.566, -1.755, -1.848)  0.10
H (0.799, -2.574, -4.090)  0.10
H (1.585, -1.050, -3.797)  0.10
H (1.314, -2.603, -1.292)  0.12
H (2.130, -3.529, -2.537)  0.10
H (3.842, -1.881, -2.826)  0.15
H (2.612, -0.283, -0.564)  0.12
H (2.708, 0.386, -2.185)  0.11
H (5.113, 0.207, -2.000)  0.14
H (3.437, -2.338, 0.142)  0.11
C (0.352, -2.871, 6.559)  -0.02
C (-0.255, -1.506, 6.340)  -0.50
C (-1.544, -1.216, 7.071)  -0.02
O (0.263, -0.689, 5.617)  0.06
H (1.271, -2.964, 5.986)  0.08
H (0.562, -3.022, 7.620)  0.08
H (-0.353, -3.647, 6.255)  0.08
H (-1.394, -1.314, 8.148)  0.08
H (-2.308, -1.941, 6.782)  0.08
H (-1.883, -0.211, 6.836)  0.08
C (-3.835, 1.163, -4.161)  -0.03
C (-3.885, 2.334, -3.209)  -0.50
C (-4.182, 3.684, -3.815)  -0.02
O (-3.690, 2.197, -2.025)  0.06
H (-3.611, 0.251, -3.613)  0.08
H (-4.791, 1.058, -4.677)  0.08
H (-3.072, 1.333, -4.923)  0.09
H (-5.150, 3.662, -4.320)  0.08
H (-3.429, 3.930, -4.566)  0.09
H (-4.190, 4.444, -3.038)  0.08

Summary:
spin multiplicity = 1
HOMO-LUMO gap = 10.41 eV
maximum force = 0.88 eV/A
SMILES string = CCCCCCCCCC[C@H]1CNC(=O)[C@@H]1Br.CC(C)=O.CC(C)=O

---

The following is a quantum chemistry calculation of a molecular structure, C22H28ClN6RbS2Si, from the Open Molecules 2025 dataset.

Each line ends with the Löwdin charge.
Cartesian coordinates (Å):
Rb (-0.389, -0.616, 1.770)  0.56
C (3.267, -1.411, -2.139)  -0.05
C (2.645, -1.454, -0.774)  -0.32
N (2.434, -0.429, -0.052)  0.01
N (2.721, 0.811, -0.583)  -0.03
C (3.932, 1.253, -0.474)  -0.99
N (4.115, 2.551, -0.992)  0.00
S (5.331, 0.468, 0.180)  0.37
C (2.308, -2.777, -0.171)  -0.23
C (3.105, -3.882, -0.465)  -0.03
C (2.826, -5.091, 0.149)  -0.09
C (1.760, -5.164, 1.027)  -0.07
C (1.010, -4.016, 1.253)  -0.16
N (1.268, -2.850, 0.665)  0.06
H (3.011, -0.464, -2.614)  0.07
H (2.927, -2.246, -2.754)  0.07
H (4.357, -1.448, -2.054)  0.06
H (3.257, 3.086, -0.959)  0.06
H (4.892, 3.009, -0.542)  0.03
H (3.944, -3.774, -1.138)  0.10
H (3.443, -5.960, -0.049)  0.09
H (1.509, -6.081, 1.543)  0.10
H (0.180, -4.028, 1.954)  0.03
C (-6.175, 0.494, -3.832)  -0.21
Si (-5.406, 0.829, -2.127)  0.48
C (-4.866, 2.627, -2.187)  -0.20
C (-6.812, 0.585, -0.905)  -0.20
C (-3.991, -0.373, -1.919)  -0.28
C (-3.674, -1.290, -2.908)  -0.12
C (-2.610, -2.173, -2.752)  -0.11
C (-1.895, -2.088, -1.569)  -0.18
N (-2.165, -1.231, -0.592)  -0.05
C (-3.197, -0.366, -0.732)  -0.83
S (-3.532, 0.741, 0.551)  0.45
H (-7.008, 1.185, -3.995)  0.02
H (-6.567, -0.523, -3.915)  0.02
H (-5.455, 0.646, -4.640)  0.02
H (-5.726, 3.277, -2.374)  0.02
H (-4.145, 2.776, -2.995)  0.03
H (-4.394, 2.913, -1.248)  -0.01
H (-7.629, 1.280, -1.122)  0.02
H (-6.458, 0.747, 0.112)  -0.01
H (-7.203, -0.434, -0.976)  0.02
H (-4.258, -1.319, -3.823)  0.08
H (-2.342, -2.893, -3.514)  0.08
H (-1.047, -2.746, -1.390)  0.09
C (4.657, 3.980, 4.307)  -0.06
C (3.468, 3.174, 3.860)  -0.28
C (2.173, 3.519, 4.224)  -0.05
C (1.114, 2.743, 3.776)  -0.15
N (1.262, 1.666, 3.011)  0.02
C (2.510, 1.328, 2.675)  -0.13
C (3.628, 2.048, 3.065)  -0.03
H (4.349, 4.873, 4.853)  0.07
H (5.258, 4.287, 3.450)  0.08
H (5.302, 3.386, 4.958)  0.08
H (1.983, 4.387, 4.846)  0.10
H (0.094, 3.004, 4.041)  0.10
H (2.621, 0.451, 2.047)  0.07
H (4.601, 1.722, 2.713)  0.07
Cl (-0.315, -2.720, 4.247)  -0.66

Summary:
spin multiplicity = 1
HOMO-LUMO gap = 6.06 eV
net charge = -2
maximum force = 0.20 eV/A

---

The following is a quantum chemistry calculation of a single C3H5NO2 molecule, from the Open Molecules 2025 dataset.

Each line ends with the Löwdin charge.
Cartesian coordinates (Å):
O (2.424, 0.143, 0.565)  0.13
C (1.364, 0.118, 0.006)  -0.57
N (0.558, -0.994, -0.256)  0.07
C (-0.714, -0.492, 0.263)  -0.16
C (-0.720, 0.864, -0.432)  -0.14
O (0.667, 1.229, -0.359)  0.02
H (0.921, -1.827, 0.187)  0.14
H (-1.570, -1.134, 0.060)  0.12
H (-0.592, -0.330, 1.346)  0.13
H (-1.296, 1.625, 0.097)  0.13
H (-1.042, 0.797, -1.477)  0.13

Summary:
spin multiplicity = 1
HOMO-LUMO gap = 11.02 eV
maximum force = 0.71 eV/A
SMILES string = O=C1NCCO1

---

The following is a quantum chemistry calculation of 2 unconnected molecules or ions with the total composition C3H11N2, from the Open Molecules 2025 dataset.

Each line ends with the Löwdin charge.
Cartesian coordinates (Å):
C (0.479, 0.531, 3.496)  -0.18
N (0.376, -0.444, 2.714)  -0.01
H (0.625, 1.547, 3.118)  0.03
H (0.591, 0.488, 4.585)  0.06
H (0.258, -1.352, 3.166)  0.03
H (0.251, 1.102, -0.776)  0.04
C (-0.667, 0.292, -3.137)  -0.11
C (-0.039, -0.544, -2.057)  -0.37
N (-0.035, 0.097, -0.732)  0.13
H (-0.168, 1.274, -3.252)  0.06
H (-0.470, -0.171, -4.086)  0.05
H (-1.747, 0.483, -3.090)  0.07
H (-0.537, -1.529, -2.002)  0.05
H (1.003, -0.720, -2.347)  0.04
H (-0.955, 0.141, -0.299)  0.09
H (0.631, -0.454, -0.158)  0.03

Summary:
spin multiplicity = 2
HOMO-LUMO gap (spin up / spin down) = 2.27 / 10.91 eV
expectation value of S² = 0.75
maximum force = 1.42 eV/A

---

The following is a quantum chemistry calculation of a single C18H15F5N4O3 molecule, from the Open Molecules 2025 dataset.

Each line ends with the Löwdin charge.
Cartesian coordinates (Å):
C (-3.417, 1.195, -7.033)  -0.06
O (-1.981, 1.047, -7.005)  -0.09
C (-1.327, 0.804, -5.828)  -0.24
C (0.037, 0.660, -5.847)  -0.03
N (0.737, 0.460, -4.721)  0.16
C (0.094, 0.351, -3.549)  -0.23
C (0.891, 0.141, -2.317)  -0.30
O (2.123, 0.401, -2.301)  0.09
O (0.168, -0.314, -1.200)  0.06
C (0.917, -0.563, -0.073)  -0.23
C (2.043, -1.414, -0.130)  0.01
C (2.827, -1.562, 1.011)  0.02
C (2.544, -0.845, 2.209)  -0.19
F (3.442, -0.991, 3.197)  0.07
C (1.353, -0.070, 2.302)  -0.06
C (0.925, 0.655, 3.588)  -0.23
C (-0.654, 0.810, 3.628)  -0.28
F (-1.231, -0.423, 3.279)  0.04
F (-1.115, 1.145, 4.862)  0.07
N (1.225, -0.259, 4.728)  0.16
C (1.799, 0.194, 5.801)  -0.39
N (1.952, -0.769, 6.741)  0.14
C (2.331, 1.591, 5.988)  -0.07
C (1.622, 2.608, 5.061)  -0.06
C (1.578, 2.065, 3.671)  -0.50
F (0.976, 2.918, 2.823)  0.12
F (2.873, 2.004, 3.260)  0.11
C (0.574, 0.075, 1.140)  0.07
N (-1.261, 0.491, -3.467)  0.15
C (-1.940, 0.646, -4.572)  -0.06
H (-3.814, 1.268, -8.054)  0.09
H (-3.887, 0.339, -6.557)  0.08
H (-3.704, 2.128, -6.453)  0.11
H (0.556, 0.742, -6.810)  0.13
H (2.342, -1.973, -0.991)  0.12
H (3.671, -2.214, 0.960)  0.11
H (-1.008, 1.559, 2.899)  0.15
H (1.896, -1.676, 6.318)  0.10
H (2.654, -0.566, 7.447)  0.10
H (3.411, 1.582, 5.756)  0.14
H (2.204, 1.890, 7.006)  0.11
H (2.147, 3.563, 5.033)  0.13
H (0.601, 2.788, 5.369)  0.12
H (-0.342, 0.645, 1.113)  0.12
H (-3.023, 0.686, -4.468)  0.12

Summary:
spin multiplicity = 1
HOMO-LUMO gap = 8.58 eV
maximum force = 4.78 eV/A
SMILES string = COc1cnc(C(=O)Oc2ccc(F)c([C@@]3(C(F)F)N=C(N)CCC3(F)F)c2)nc1

---

The following is a quantum chemistry calculation of 2 unconnected molecules or ions with the total composition C9H9FSi, from the Open Molecules 2025 dataset.

Each line ends with the Löwdin charge.
Cartesian coordinates (Å):
C (-1.866, 2.511, -0.133)  0.05
C (-2.273, 1.379, -0.120)  -0.19
Si (-2.962, -0.316, -0.136)  0.58
C (-3.539, -1.404, -1.372)  -0.20
F (-2.926, -0.740, 1.423)  -0.18
H (-1.489, 3.492, -0.126)  0.03
H (-3.997, -2.343, -1.113)  -0.04
H (-3.574, -1.129, -2.408)  -0.04
C (2.504, 0.426, -0.782)  -0.10
C (2.518, -0.944, -0.583)  -0.10
C (1.902, -1.491, 0.531)  -0.10
C (1.265, -0.667, 1.446)  -0.10
C (1.244, 0.702, 1.238)  -0.11
C (1.868, 1.250, 0.131)  -0.10
H (2.992, 0.850, -1.648)  0.10
H (3.012, -1.591, -1.293)  0.10
H (1.921, -2.560, 0.684)  0.10
H (0.782, -1.086, 2.316)  0.10
H (0.744, 1.341, 1.955)  0.10
H (1.874, 2.320, -0.010)  0.10

Summary:
spin multiplicity = 1
HOMO-LUMO gap = 8.83 eV
maximum force = 2.28 eV/A
SMILES string = C#C[Si](=C)F.c1ccccc1

---

The following is a quantum chemistry calculation of a single C5H8O molecule, from the Open Molecules 2025 dataset.

Each line ends with the Löwdin charge.
Cartesian coordinates (Å):
C (-0.501, 2.725, 0.550)  -0.11
C (-0.332, 1.387, -0.006)  -0.07
C (-0.252, 0.209, -0.248)  0.01
C (-0.206, -1.262, -0.265)  -0.46
C (1.076, -1.791, -0.883)  -0.05
O (-0.257, -1.757, 1.067)  -0.04
H (0.204, 3.468, 0.169)  0.07
H (-0.330, 2.624, 1.625)  0.08
H (-1.520, 3.091, 0.389)  0.08
H (-1.072, -1.634, -0.834)  0.14
H (1.935, -1.386, -0.341)  0.09
H (1.091, -2.881, -0.810)  0.08
H (1.143, -1.493, -1.933)  0.08
H (-0.978, -1.299, 1.519)  0.09

Summary:
spin multiplicity = 1
HOMO-LUMO gap = 10.52 eV
maximum force = 0.57 eV/A
SMILES string = CC#C[C@@H](C)O

---

The following is a quantum chemistry calculation of a molecular structure, C20H42Cl11NO5Si2, from the Open Molecules 2025 dataset.

Each line ends with the Löwdin charge.
Cartesian coordinates (Å):
C (2.415, -0.223, 3.809)  -0.04
C (2.966, -1.273, 2.847)  -0.28
O (4.054, -0.808, 2.073)  -0.15
C (3.674, 0.096, 1.047)  -0.24
C (3.223, -0.587, -0.243)  -0.15
C (1.691, -0.794, -0.341)  -0.23
C (1.104, -0.016, -1.511)  -0.27
C (-0.408, -0.174, -1.723)  -0.23
Si (-1.558, 0.259, -0.308)  0.47
C (-3.295, 0.087, -1.010)  -0.17
C (-4.489, 0.482, -0.172)  -0.46
C (-4.785, -0.215, 1.132)  -0.04
N (-5.238, 1.411, -0.641)  0.14
O (-1.349, -0.757, 1.016)  -0.26
Si (-1.432, -2.396, 0.961)  0.38
O (-2.980, -2.944, 0.833)  -0.13
C (-0.684, -3.083, 2.530)  -0.12
C (-1.588, -2.964, 3.731)  -0.57
O (-2.581, -3.618, 3.906)  0.11
O (-1.195, -2.064, 4.669)  0.10
C (-1.304, 2.021, 0.321)  -0.64
Cl (0.378, 2.300, 0.913)  0.66
C (-2.382, 2.440, 1.351)  -0.30
C (-1.902, 3.104, 2.642)  -0.14
H (2.929, -0.250, 4.768)  0.08
H (2.513, 0.788, 3.409)  0.07
H (1.347, -0.369, 3.996)  0.06
H (3.333, -2.129, 3.417)  0.05
H (2.178, -1.669, 2.195)  0.09
H (4.545, 0.719, 0.841)  0.09
H (2.885, 0.774, 1.390)  0.07
H (3.765, -1.526, -0.362)  0.12
H (3.505, 0.077, -1.061)  0.04
H (1.234, -0.488, 0.601)  0.06
H (1.470, -1.855, -0.506)  0.10
H (1.620, -0.362, -2.415)  0.09
H (1.347, 1.047, -1.430)  0.07
H (-0.651, -1.167, -2.116)  0.08
H (-0.709, 0.534, -2.508)  0.05
H (-3.425, -0.921, -1.421)  0.10
H (-3.315, 0.767, -1.863)  0.03
H (-5.192, 0.518, 1.833)  0.09
H (-5.538, -0.990, 0.986)  0.09
H (-3.906, -0.658, 1.591)  0.05
H (-6.011, 1.604, -0.003)  0.06
H (-0.696, -2.951, -0.194)  0.03
H (-3.132, -3.415, 0.008)  0.06
H (0.273, -2.604, 2.739)  0.06
H (-0.518, -4.149, 2.356)  0.10
H (-0.621, -1.402, 4.268)  0.08
H (-1.392, 2.682, -0.544)  0.08
H (-3.046, 3.152, 0.854)  0.11
H (-2.986, 1.582, 1.644)  0.07
H (-1.285, 2.436, 3.243)  0.06
H (-2.788, 3.338, 3.239)  0.08
H (-1.383, 4.043, 2.457)  0.07
C (-1.898, 0.247, -5.649)  -1.00
Cl (-2.885, 1.230, -4.557)  0.55
Cl (-0.185, 0.669, -5.560)  0.52
H (-2.012, -0.792, -5.366)  0.03
H (-2.245, 0.412, -6.662)  0.02
C (-5.562, 3.630, -3.082)  -1.05
Cl (-7.308, 3.454, -3.297)  0.50
Cl (-4.987, 5.230, -3.582)  0.49
H (-5.327, 3.478, -2.037)  -0.01
H (-5.067, 2.884, -3.689)  -0.03
C (4.956, -5.152, 2.956)  -1.01
Cl (3.420, -4.781, 3.756)  0.52
Cl (6.017, -3.746, 2.868)  0.54
H (5.452, -5.929, 3.524)  0.02
H (4.740, -5.485, 1.949)  0.02
C (3.405, 3.492, -1.182)  -0.99
Cl (4.208, 2.345, -2.265)  0.52
Cl (4.142, 3.507, 0.424)  0.54
H (3.483, 4.485, -1.607)  0.03
H (2.367, 3.199, -1.075)  -0.02
C (5.315, 0.061, -5.170)  -1.02
Cl (6.537, 0.762, -4.105)  0.49
Cl (4.170, -0.961, -4.289)  0.50
H (4.762, 0.870, -5.633)  0.02
H (5.814, -0.545, -5.916)  0.02

Summary:
spin multiplicity = 1
HOMO-LUMO gap = 9.57 eV
maximum force = 0.70 eV/A